Record 1
C54H99N9O6 | wB97M-V/def2-TZVPD

As for the LUMO energy: 0.069 eV. The HOMO energy is -9.576 eV.

Structure (ORCA input):
```
! wB97M-V def2-TZVPD RIJCOSX def2/J DEFGRID3
* xyz 0 1
O 1.9371 5.7797 -3.8063
O 1.3201 -2.3095 4.4806
O -0.5169 2.3869 2.6628
O 2.5941 2.1808 0.4645
O -2.5185 2.2849 -1.3887
O 4.1491 1.3419 3.4387
N 1.4770 0.9116 -2.5491
N 0.0322 -3.3722 -1.0251
N -2.2288 -2.1069 7.6654
N 2.0053 -2.1659 -7.1552
N 4.6338 -2.9076 -0.3059
N -2.6416 -2.8485 -3.7765
N -3.2189 -3.2406 2.8496
N 3.3760 2.3236 -7.0762
N -6.8080 2.2728 1.6522
C -3.3793 -4.5064 0.5868
C -0.1521 -0.1212 -0.8434
C -4.0339 0.6658 2.6815
C 1.4345 5.0444 -2.9833
C 4.5901 -2.5854 0.7840
C 0.4289 -0.1233 0.5736
C 4.3461 0.9286 -0.6053
C 4.7506 3.0701 0.6866
C -0.1801 -4.8368 -3.1493
C -0.6560 -0.3784 -5.8286
C 5.6864 -3.2725 2.9521
C -1.9436 -1.5061 6.7431
C 4.7118 -2.3136 2.2728
C 2.5014 3.1251 3.7213
C -0.3609 3.9068 0.8075
C -0.6365 -0.6114 1.5809
C 0.6046 -4.2469 -4.3223
C -4.8893 -0.5983 -2.3934
C -3.3938 -0.7814 -2.3500
C 3.7278 2.8002 -4.5391
C -2.9779 -1.9786 -3.1201
C 2.0977 4.7374 -1.6803
C 5.3145 -4.7794 2.7996
C -2.9282 3.4123 -3.4995
C 1.4958 -1.5146 -6.3805
C -0.2638 -3.9029 5.1307
C 0.0560 4.4764 -3.2865
C -3.3136 -3.7481 1.8193
C 2.1077 0.6714 4.4417
C -2.2776 -5.6048 0.5133
C -3.0441 1.4086 6.1802
C -4.1434 4.0367 -1.3541
C 3.6039 2.5422 -5.9744
C 4.8899 3.6752 -4.1652
C 0.7538 0.4647 -1.8203
C 3.7563 2.0697 0.2011
C -1.6112 0.9014 5.8685
C -4.2282 0.0223 1.3249
C 0.5291 -3.5985 2.6642
C -0.0229 -4.0306 -1.9720
C 0.7946 -0.6440 -5.4387
C -0.7990 3.4669 2.2128
C -5.5956 -1.7078 -1.6450
C 2.1443 -4.4079 -4.0874
C 3.0589 1.6889 3.7945
C -2.3721 -6.6272 1.6558
C -1.2381 0.8429 -5.1640
C -1.6451 4.3951 3.0313
C 6.2789 3.0131 -4.4434
C -3.0939 3.1601 -2.0189
C 0.5872 -3.1852 4.0898
C -5.7616 2.2693 2.1663
C -4.4055 2.1720 2.6956
C -1.5730 -0.6159 5.5989
H 1.1723 0.7469 3.8505
H -4.0328 -1.0284 1.4113
H -4.3908 -4.9594 0.5716
H 5.3005 2.6624 1.5716
H -1.1020 3.6097 0.0920
H -3.8228 5.0578 -1.1493
H 5.0308 -1.2978 2.3364
H -4.3426 2.5040 3.7553
H -1.6348 -7.4109 1.4682
H 0.6780 0.8924 0.7890
H 3.2190 3.8442 4.1403
H -0.4197 5.0341 -4.0879
H -1.1187 1.3769 5.0017
H 0.2492 3.4313 -3.6534
H -5.0535 4.0317 -1.9347
H -6.6996 -1.5931 -1.6560
H 1.8048 5.4505 -0.9257
H -3.4595 0.9787 7.1110
H -5.2305 0.1462 0.9967
H 7.1005 3.7795 -4.3986
H -3.0080 0.6114 2.9848
H 1.0665 -2.9200 2.0273
H -2.0405 3.9386 3.9510
H -1.1559 -1.5365 1.3099
H 2.7495 -4.1277 -4.9890
H -5.1101 0.4235 -1.9883
H -1.3409 0.7897 -4.0740
H 3.1717 4.7487 -1.8305
H 2.3357 3.3781 2.6569
H 4.2647 3.9776 0.9373
H -2.8878 0.0393 -2.7756
H -0.5845 -0.9199 5.2695
H 1.8376 0.9957 5.4505
H -2.4897 4.6962 2.4255
H -0.4035 -1.1297 -1.1670
H -0.2779 -0.6841 2.6082
H -2.1466 2.7959 -3.9068
H -0.4987 -3.6593 2.3164
H -3.8930 3.1922 -3.9801
H 2.5708 -3.8695 -3.2271
H -0.2249 -3.4274 6.1058
H -1.2128 -4.9479 -3.3879
H 1.5540 3.1502 4.2691
H -0.6612 1.7291 -5.3966
H 2.3048 -5.4680 -3.8624
H 4.3267 -4.8977 3.2291
H 2.7580 3.3152 -4.3273
H -0.5081 4.4510 -2.3444
H 0.9335 -1.0376 -4.4345
H 0.1054 -4.9293 5.2633
H -5.3062 -1.5870 -0.5660
H -0.2460 4.9725 0.7230
H 4.8396 3.8917 -3.0725
H 5.7089 -2.9152 4.0028
H 0.2332 -5.8387 -2.9018
H 5.5405 3.1523 -0.0346
H -3.4962 0.4209 0.5780
H -5.1764 -0.5984 -3.4477
H 1.3145 -0.7531 0.5335
H -3.3304 -7.1519 1.6792
H 3.6762 -2.3916 2.7075
H -1.1212 5.3233 3.3022
H -2.3266 -0.8084 4.8218
H 5.3221 0.7053 -0.2480
H -1.2601 -1.2368 -5.4807
H 6.0019 -5.3250 3.4235
H -2.0960 -6.2266 2.6173
H -0.9102 1.1382 6.6752
H -1.2592 -5.1874 0.3396
H -2.4772 -6.1695 -0.3777
H 5.3355 -5.1492 1.7581
H -0.7186 -0.3484 -6.9067
H 0.2916 -4.8393 -5.1937
H 6.2978 2.5107 -5.4119
H -3.7052 1.1787 5.3350
H 4.8141 4.6156 -4.7352
H 6.7189 -3.1229 2.5993
H 4.4579 1.2096 -1.6661
H -3.4022 -3.8684 -0.3196
H 3.6459 1.8571 -4.0028
H -1.0290 0.5664 -0.9171
H -2.2515 0.9784 -5.5420
H -1.3591 0.2101 1.5702
H -3.6848 2.7274 2.0366
H -3.0174 -0.9039 -1.3383
H 0.3879 -3.1920 -4.4019
H -4.6487 0.1600 3.4410
H -4.3284 3.5996 -0.3445
H 1.3531 0.2727 -5.5230
H 1.7453 3.7500 -1.3233
H 0.5906 3.4175 0.5196
H -1.3044 -3.9954 4.8313
H 2.5487 -0.3164 4.4071
H 6.4772 2.2870 -3.6532
H 0.9353 -4.5968 2.5251
H -3.0064 2.4900 6.2721
H 3.6755 0.1065 -0.6129
H -5.4115 -2.7038 -2.0432
H -2.7439 4.4786 -3.6832
*
```

---

Record 2
C55H107Br9O26S13 | wB97M-V/def2-TZVPD

As for the LUMO energy: -0.071 eV. The HOMO energy is -9.880 eV.

Structure (ORCA input):
```
! wB97M-V def2-TZVPD RIJCOSX def2/J DEFGRID3
* xyz 0 1
Br 7.3904 2.4529 -0.6870
Br 6.5383 2.2697 -3.7042
Br -6.4324 4.8341 2.8414
Br 4.5730 3.7586 -1.5924
Br -1.0470 1.6015 -1.2877
Br 1.6839 0.6895 -0.1157
Br -0.5472 -1.4447 -0.6607
Br -5.8530 4.6674 -0.1512
Br -3.7481 6.1064 1.7076
S 3.5704 -6.6656 -0.1015
S -2.4543 2.1104 -4.8233
S 1.2589 5.4930 3.9241
S -0.8902 1.2792 7.2220
S 0.5907 6.0978 -3.0036
S 1.6761 2.4688 -6.8581
S 3.6464 0.6958 3.5514
S 5.4857 -2.0428 -0.7039
S -0.9569 -1.3479 3.2806
S -2.6917 -5.7255 -1.8070
S -2.9889 -5.0308 2.3754
S 0.2866 -2.1037 -4.5733
S -5.7371 0.2387 0.5749
O -1.8185 -5.0171 1.5250
O 0.3452 -3.0576 -3.4501
O -2.2345 -1.6229 2.5919
O 5.8930 -0.6994 -0.2607
O -1.4762 -6.5091 -1.9122
O -2.0271 0.3755 7.1841
O -3.0642 3.0597 -3.9696
O -0.4598 -0.0267 3.0815
O 1.1935 5.6190 -4.2153
O 1.6631 6.8387 4.1915
O 4.9756 -2.2074 -2.0449
O 0.4170 0.6389 6.9307
O -6.6328 1.1457 -0.1695
O -2.8742 -4.9481 3.7778
O 0.5856 3.4018 -6.9463
O 3.3168 -0.6056 3.0310
O -0.9817 -1.9729 -5.2575
O 1.0732 4.5288 5.0105
O 3.6546 -8.0839 -0.2382
O 3.1764 1.8060 2.7649
O 1.4055 1.0366 -6.8610
O 1.4338 6.4555 -1.8110
O -5.8354 -1.2038 0.3989
O -0.9988 2.1561 -4.7863
O -3.6837 -6.1933 -0.8796
O 4.7950 -5.8870 0.1067
C 4.0900 3.5013 -7.3875
C 6.8359 -3.1639 -0.3568
C -0.0236 4.7087 1.7021
C -5.4044 -6.0429 1.7153
C -2.0651 5.8708 -2.4965
C 5.8935 2.3959 -1.8823
C -3.3856 -3.2387 -2.1315
C 2.6958 -6.0726 -1.5782
C -1.6108 7.2957 -2.3066
C 1.5034 -5.2965 -1.0664
C -0.2731 5.4540 2.9802
C 2.9422 0.8556 5.1808
C -1.0531 -1.9368 5.0692
C 5.3902 0.8974 3.9316
C 3.6285 3.9961 -5.9669
C 2.3641 -6.2415 1.1027
C -0.7707 5.0326 -2.4921
C 1.2474 3.7873 1.9243
C 2.6455 2.9375 -5.4384
C -3.5489 1.5447 1.5043
C 3.9954 1.6325 5.9009
C -0.1938 0.4471 -0.2039
C -0.9176 2.2941 8.7424
C -1.8499 3.6768 6.8984
C -5.5732 5.6661 1.3552
C -5.8403 0.7221 2.3073
C 0.3268 -3.6062 3.8905
C -4.2506 -3.9280 1.8407
C 2.7575 -1.8680 -5.3280
C 1.0834 -6.1229 0.2155
C 2.2385 4.6546 2.6836
C -4.0622 -6.4851 2.0626
C -0.4387 7.5318 -3.2671
C -1.3202 2.5536 6.0196
C 5.4226 -2.9753 1.6882
C 2.7983 3.0164 -8.1515
C -2.9673 0.4042 -4.5781
C -4.3196 -4.1207 -2.9642
C -3.2711 -0.0947 -5.9532
C 2.4985 -0.9395 -4.1469
C 4.4235 -2.6221 0.6051
C 0.3116 -2.5809 2.7784
C 0.1687 -2.8185 5.2300
C 5.3542 0.9254 5.4529
C -3.5419 -5.3279 -3.4425
C -3.9680 0.6617 0.3211
C 1.4800 -2.6782 -5.7349
C -2.9848 2.1975 -6.5409
C -4.3992 1.0713 2.7773
C -4.0174 1.0944 -6.6844
C -2.2365 -4.0233 -1.5816
C -1.0465 3.7434 8.1928
C 6.7319 -3.5027 1.1416
C -5.5619 -4.6124 2.2565
C 1.0293 -0.5515 -4.1867
H -0.8379 4.0053 1.4935
H -3.1284 -2.3634 -2.7099
H 2.6932 -0.1216 5.5161
H 0.0918 -2.8391 1.7148
H -3.7969 -1.0395 -5.9382
H -1.7091 1.9723 9.4068
H 4.4269 4.0576 -5.2361
H 0.0423 2.0398 9.2865
H -3.7720 1.1550 -0.6093
H 7.7453 -2.6618 -0.6477
H -0.4176 2.8390 5.4218
H -3.3483 3.2085 -6.6246
H -2.0578 2.1180 -7.0945
H 0.2087 5.3356 0.8848
H -0.9530 4.9096 3.5925
H -1.2736 -3.9291 -2.0678
H 1.0909 -2.2715 5.4740
H 0.6299 -5.0709 -1.6843
H -3.6686 -6.9961 1.1809
H -0.3784 4.5997 -1.5789
H -2.8082 -5.1024 -4.1859
H -4.2007 0.8142 -7.7391
H -3.8472 0.4520 -3.9563
H -5.7137 -4.5827 3.3343
H 3.0186 -1.2640 -6.2457
H -4.2117 -6.1256 -3.7433
H -4.9107 1.3456 -6.1537
H -6.4428 -4.0927 1.9114
H -0.8838 4.2283 -3.2493
H -2.0182 -2.4463 5.0562
H 3.2673 -5.4471 -2.2526
H -1.3872 7.3487 -1.2447
H -2.4871 1.3403 1.7708
H 4.4834 4.3573 -7.8831
H -3.4298 -0.2770 0.3372
H 1.5500 3.5413 0.8925
H -3.7060 2.6085 1.2419
H -1.4621 4.4903 8.8619
H 1.8353 -4.3230 -0.7221
H -2.7405 5.5023 -1.7235
H 1.1091 -2.3573 -6.6979
H 7.6220 -3.0852 1.5651
H -2.1071 2.1834 5.4030
H 5.9192 0.0308 3.4852
H 3.2183 5.0018 -5.9813
H 3.7159 -1.8716 0.9278
H 1.2684 -2.0353 2.6701
H -1.1272 -1.0517 5.7074
H -4.3693 1.8637 3.5348
H 0.1013 8.4611 -2.9901
H 0.7702 0.0678 -5.0650
H -0.5510 0.4448 0.8134
H -3.8944 -2.8036 -1.2426
H -6.5097 1.5930 2.3434
H 2.2930 3.7769 -8.7198
H 3.5858 -2.4929 -5.1344
H 2.3608 -6.9503 -2.1170
H -0.4861 -4.2677 3.7563
H 5.3979 1.5004 -1.5878
H -4.0079 -7.0241 3.0139
H 3.2113 -0.1327 -4.1610
H 1.0850 2.7462 2.3545
H 3.8628 1.5717 6.9591
H -6.1591 -6.8116 2.0141
H -0.6639 6.4140 2.8314
H -4.0649 0.1438 3.2688
H 3.0634 1.9510 -5.1572
H 0.1725 -3.5472 6.1531
H 2.9735 4.0078 3.1066
H -2.1882 -0.2452 -4.1671
H -0.0788 4.1224 7.8895
H -5.1784 -4.4493 -2.4188
H -6.1797 -0.1450 2.8842
H -4.2744 -3.9419 0.7190
H 5.3366 -0.0536 5.9074
H -2.6653 5.7630 -3.3642
H -0.7399 7.4865 -4.2914
H -4.7025 -3.4985 -3.7540
H 6.6183 -4.0561 -0.9815
H -2.8011 3.2337 7.1477
H 2.9368 2.1266 -8.7812
H 2.5713 5.3919 2.0397
H -2.0234 4.6404 6.4424
H 1.9767 1.3392 4.9858
H 0.3728 -5.6456 0.8517
H 5.5401 -2.1182 2.2925
H 4.0026 2.6726 5.5880
H -6.0519 6.6363 1.2980
H 0.6644 -0.1631 -3.2420
H 6.2409 1.4244 5.8590
H -2.3429 -0.2935 -6.4521
H 4.7737 2.7091 -7.2582
H -5.4378 -6.0025 0.6589
H 1.9337 3.3438 -4.7112
H -2.0518 -4.0960 -0.4904
H 2.3477 -7.1502 1.7678
H 6.8342 -4.5812 1.1673
H 1.3004 -4.1246 3.8469
H 0.6541 -7.0935 0.0495
H 5.0119 -3.7923 2.3381
H 4.1230 -3.5736 0.1190
H 5.6578 1.8209 3.4193
H 2.7756 -1.4820 -3.1904
H -2.4452 8.0502 -2.4435
H -4.1485 -2.8843 2.1600
H 2.6358 -5.3933 1.7958
H 1.5633 -3.7709 -5.6263
*
```